Entry 1
Formula: C19H56O9
Source: the Open Molecules 2025 dataset
Level of theory: ωB97M-V with the def2-TZVPD basis set

Properties
Charge: 0
Multiplicity: 1
Orbital gap, Ha: 0.3654
SMILES: CC(C)O.CC(C)O.CC(C)O.CCO.CCO.CCO.CCO.CCO.O
LUMO energy, hartree: 0.017

Bonds (Å) are listed after each position.
Cartesian coordinates (Å):
1 C 9.273 -6.800 19.849  C2 1.523, H5 1.104, H6 1.053, H7 1.148
2 C 8.951 -8.264 19.583  C1 1.523, C3 1.506, O4 1.436, H8 1.130
3 C 8.090 -8.469 18.365  C2 1.506, H9 1.066, H10 1.085, H11 1.082
4 O 10.191 -8.951 19.352  C2 1.436, H12 0.960
5 H 8.458 -6.074 19.686  C1 1.104
6 H 10.170 -6.532 19.364  C1 1.053
7 H 9.480 -6.685 20.972  C1 1.148
8 H 8.484 -8.681 20.523  C2 1.130
9 H 7.043 -8.306 18.488  C3 1.066
10 H 8.230 -9.436 17.895  C3 1.085
11 H 8.444 -7.859 17.544  C3 1.082
12 H 10.887 -8.456 19.790  O4 0.960
13 C 17.159 -3.217 12.139  C14 1.532, H17 1.076, H18 1.075, H19 1.090
14 C 17.003 -4.071 13.401  C13 1.532, C15 1.544, O16 1.433, H20 1.142
15 C 16.838 -3.124 14.609  C14 1.544, H21 1.064, H22 1.067, H23 1.105
16 O 15.871 -4.946 13.316  C14 1.433, H24 0.995
17 H 17.477 -3.688 11.226  C13 1.076
18 H 17.799 -2.394 12.402  C13 1.075
19 H 16.193 -2.787 11.873  C13 1.090
20 H 17.936 -4.721 13.510  C14 1.142
21 H 16.910 -3.681 15.512  C15 1.064
22 H 15.903 -2.627 14.746  C15 1.067
23 H 17.561 -2.288 14.625  C15 1.105
24 H 15.897 -5.408 12.435  O16 0.995
25 C 11.863 -10.902 15.230  C26 1.531, H29 1.077, H30 1.087, H31 1.094
26 C 10.728 -10.949 16.257  C25 1.531, C27 1.510, O28 1.441, H32 1.060
27 C 10.060 -12.263 15.931  C26 1.510, H33 1.111, H34 1.088, H35 1.081
28 O 11.275 -10.918 17.590  C26 1.441, H36 0.962
29 H 11.492 -10.535 14.288  C25 1.077
30 H 12.377 -11.836 15.023  C25 1.087
31 H 12.711 -10.276 15.519  C25 1.094
32 H 10.085 -10.118 16.120  C26 1.060
33 H 10.568 -13.189 16.277  C27 1.111
34 H 9.879 -12.438 14.873  C27 1.088
35 H 9.110 -12.308 16.445  C27 1.081
36 H 10.716 -10.379 18.157  O28 0.962
37 C 13.425 0.528 14.501  C38 1.567, H40 1.075, H41 1.109, H42 1.091
38 C 12.876 -0.607 15.432  C37 1.567, O39 1.440, H43 1.078, H44 1.106
39 O 13.865 -1.314 16.205  C38 1.440, H45 0.947
40 H 13.676 1.385 15.099  C37 1.075
41 H 12.692 0.848 13.732  C37 1.109
42 H 14.359 0.297 13.987  C37 1.091
43 H 12.344 -1.320 14.824  C38 1.078
44 H 12.186 -0.259 16.223  C38 1.106
45 H 14.272 -1.886 15.569  O39 0.947
46 C 6.365 -7.063 15.375  C47 1.560, H49 1.089, H50 1.092, H51 1.020
47 C 7.833 -6.569 15.557  C46 1.560, O48 1.424, H52 1.053, H53 1.114
48 O 8.734 -7.641 15.298  C47 1.424, H54 0.956
49 H 5.580 -6.384 15.704  C46 1.089
50 H 6.266 -7.983 15.954  C46 1.092
51 H 6.246 -7.279 14.386  C46 1.020
52 H 7.921 -6.180 16.532  C47 1.053
53 H 7.988 -5.663 14.928  C47 1.114
54 H 9.480 -7.172 14.929  O48 0.956
55 C 9.657 -4.744 12.549  C56 1.501, H58 1.118, H59 1.088, H60 1.168
56 C 9.922 -4.418 13.990  C55 1.501, O57 1.423, H61 1.055, H62 1.050
57 O 10.895 -3.400 14.192  C56 1.423, H63 0.951
58 H 10.402 -5.396 12.030  C55 1.118
59 H 9.524 -3.833 11.969  C55 1.088
60 H 8.665 -5.358 12.603  C55 1.168
61 H 10.291 -5.217 14.572  C56 1.055
62 H 8.989 -4.178 14.409  C56 1.050
63 H 11.696 -3.815 13.893  O57 0.951
64 C 12.397 -7.391 14.220  C65 1.543, H67 1.134, H68 1.048, H69 1.105
65 C 13.211 -6.128 14.570  C64 1.543, O66 1.469, H70 1.080, H71 1.105
66 O 13.051 -5.106 13.528  C65 1.469, H72 0.981
67 H 12.633 -7.641 13.140  C64 1.134
68 H 11.382 -7.154 14.335  C64 1.048
69 H 12.590 -8.231 14.912  C64 1.105
70 H 14.254 -6.403 14.625  C65 1.080
71 H 12.800 -5.801 15.541  C65 1.105
72 H 13.964 -4.770 13.404  O66 0.981
73 C 13.858 -6.974 9.513  C74 1.509, H76 1.104, H77 1.109, H78 1.093
74 C 14.411 -5.918 10.438  C73 1.509, O75 1.469, H79 1.145, H80 1.093
75 O 15.782 -6.188 10.894  C74 1.469, H81 0.960
76 H 12.843 -6.591 9.306  C73 1.104
77 H 13.733 -8.003 9.908  C73 1.109
78 H 14.423 -6.942 8.578  C73 1.093
79 H 13.808 -5.951 11.411  C74 1.145
80 H 14.491 -4.909 10.023  C74 1.093
81 H 15.846 -7.094 11.207  O75 0.960
82 O 11.469 -3.801 17.117  H83 0.979, H84 0.976
83 H 11.602 -3.267 16.307  O82 0.979
84 H 12.118 -3.453 17.757  O82 0.976



Entry 2
Formula: C19H56O9
Source: the Open Molecules 2025 dataset
Level of theory: ωB97M-V with the def2-TZVPD basis set

Properties
Charge: 0
Multiplicity: 1
Orbital gap, Ha: 0.3498
SMILES: CC(C)O.CC(C)O.CC(C)O.CC(C)O.CC(C)O.CO.CO.CO.CO
LUMO energy, hartree: 0.015

Bonds (Å) are listed after each position.
Cartesian coordinates (Å):
1 C -2.557 -0.242 0.055  C2 1.496, H5 1.125, H6 1.119, H7 1.097
2 C -1.071 -0.378 0.168  C1 1.496, C3 1.561, O4 1.225, H8 1.126
3 C -0.699 -1.870 -0.102  C2 1.561, H9 1.100, H10 1.106, H11 1.102
4 O -0.434 0.317 -0.614  C2 1.225, H12 0.949
5 H -3.007 -0.760 -0.837  C1 1.125
6 H -2.833 0.836 -0.065  C1 1.119
7 H -3.045 -0.603 0.969  C1 1.097
8 H -0.822 -0.062 1.220  C2 1.126
9 H -1.395 -2.523 0.445  C3 1.100
10 H 0.330 -2.160 0.180  C3 1.106
11 H -0.852 -2.046 -1.179  C3 1.102
12 H 0.473 0.336 -0.336  O4 0.949
13 C 1.817 -3.178 -1.880  C14 1.562, H17 1.085, H18 1.071, H19 1.111
14 C 3.140 -3.858 -2.356  C13 1.562, C15 1.539, O16 1.245, H20 1.072
15 C 4.129 -2.794 -2.864  C14 1.539, H21 1.098, H22 1.101, H23 1.088
16 O 3.757 -4.549 -1.524  C14 1.245, H24 0.968
17 H 1.223 -2.848 -2.726  C13 1.085
18 H 2.054 -2.313 -1.294  C13 1.071
19 H 1.176 -3.946 -1.397  C13 1.111
20 H 2.939 -4.506 -3.186  C14 1.072
21 H 3.636 -2.174 -3.625  C15 1.098
22 H 5.062 -3.249 -3.230  C15 1.101
23 H 4.459 -2.212 -2.006  C15 1.088
24 H 3.599 -4.204 -0.633  O16 0.968
25 C 1.970 -1.117 2.721  C26 1.540, H29 1.103, H30 1.091, H31 1.122
26 C 1.007 -0.886 3.900  C25 1.540, C27 1.533, O28 1.238, H32 1.083
27 C -0.018 -2.000 4.142  C26 1.533, H33 1.069, H34 1.090, H35 1.069
28 O 1.579 -0.615 4.964  C26 1.238, H36 0.975
29 H 2.741 -0.332 2.650  C25 1.103
30 H 1.528 -1.073 1.724  C25 1.091
31 H 2.372 -2.164 2.746  C25 1.122
32 H 0.445 -0.039 3.527  C26 1.083
33 H -0.764 -2.111 3.384  C27 1.069
34 H -0.582 -1.730 5.034  C27 1.090
35 H 0.471 -2.950 4.164  C27 1.069
36 H 0.918 -0.226 5.566  O28 0.975
37 C -0.413 1.906 -3.520  C38 1.529, H41 1.059, H42 1.160, H43 1.080
38 C -1.668 1.032 -3.533  C37 1.529, C39 1.509, O40 1.261, H44 1.080
39 C -2.289 0.860 -4.898  C38 1.509, H45 1.058, H46 1.152, H47 1.114
40 O -1.729 -0.088 -2.957  C38 1.261, H48 0.946
41 H 0.405 1.248 -3.660  C37 1.059
42 H -0.328 2.324 -2.441  C37 1.160
43 H -0.346 2.757 -4.182  C37 1.080
44 H -2.307 1.631 -2.901  C38 1.080
45 H -1.726 0.092 -5.358  C39 1.058
46 H -2.056 1.814 -5.499  C39 1.152
47 H -3.384 0.660 -4.935  C39 1.114
48 H -1.400 0.052 -2.081  O40 0.946
49 C -1.999 3.792 -1.011  C50 1.547, H53 1.071, H54 1.078, H55 1.084
50 C -2.861 4.391 0.125  C49 1.547, C51 1.479, O52 1.248, H56 1.114
51 C -4.093 3.596 0.317  C50 1.479, H57 1.118, H58 1.091, H59 1.066
52 O -2.300 4.546 1.229  C50 1.248, H60 0.983
53 H -2.542 3.950 -1.921  C49 1.071
54 H -1.963 2.715 -1.020  C49 1.078
55 H -1.009 4.231 -0.965  C49 1.084
56 H -3.219 5.395 -0.199  C50 1.114
57 H -4.506 3.357 -0.694  C51 1.118
58 H -4.851 4.228 0.783  C51 1.091
59 H -3.944 2.703 0.880  C51 1.066
60 H -1.634 5.253 1.081  O52 0.983
61 C -2.751 1.253 3.158  O62 1.413, H63 1.094, H64 1.057, H65 1.091
62 O -2.876 2.393 3.984  C61 1.413, H66 0.956
63 H -2.133 0.491 3.644  C61 1.094
64 H -2.293 1.466 2.230  C61 1.057
65 H -3.728 0.789 3.018  C61 1.091
66 H -2.042 2.845 3.862  O62 0.956
67 C 0.367 3.044 1.294  O68 1.409, H69 1.108, H70 1.095, H71 1.096
68 O 1.033 1.873 1.708  C67 1.409, H72 0.936
69 H -0.656 2.931 1.704  C67 1.108
70 H 0.234 3.173 0.215  C67 1.095
71 H 0.879 3.941 1.660  C67 1.096
72 H 1.792 1.740 1.176  O68 0.936
73 C 2.316 -4.853 1.766  O74 1.406, H75 1.084, H76 1.061, H77 1.087
74 O 3.509 -4.240 1.345  C73 1.406, H78 0.980
75 H 1.956 -4.452 2.706  C73 1.084
76 H 2.337 -5.910 1.680  C73 1.061
77 H 1.577 -4.579 1.018  C73 1.087
78 H 4.267 -4.800 1.615  O74 0.980
79 C 2.534 0.997 -1.632  O80 1.400, H81 1.100, H82 1.092, H83 1.078
80 O 2.292 0.387 -0.395  C79 1.400, H84 0.979
81 H 2.297 0.374 -2.508  C79 1.100
82 H 3.567 1.343 -1.712  C79 1.092
83 H 1.970 1.915 -1.597  C79 1.078
84 H 2.958 -0.316 -0.252  O80 0.979



entry 1 is the most stable structure shown above.